Model i:
Molecular formula: C3H10OS2
Method: DFT, ωB97M-V/def2-TZVPD

Properties
HOMO energy = -8.6 eV
E_LUMO = 0.0236 Ha

Structure (XYZ):
```
16
Properties=species:S:1:pos:R:3:lowdin_charge:R:1
C -0.448 -2.676 0.174 -0.423
S -0.870 -1.275 -0.885 0.739
C 0.118 0.036 -0.146 -0.873
S -0.536 0.916 1.290 0.735
C -1.927 1.644 0.435 -0.464
H -0.813 -3.636 -0.229 0.039
H -0.833 -2.557 1.201 0.038
H 0.654 -2.707 0.213 0.033
H 1.106 -0.402 0.094 0.031
H 0.282 0.867 -0.858 0.031
H -2.354 2.283 1.226 0.027
H -2.684 0.900 0.135 0.028
H -1.690 2.276 -0.438 0.047
O 3.487 1.088 -0.636 -0.087
H 3.396 1.470 -1.538 0.051
H 3.114 1.774 -0.038 0.049
```

---

Model ii:
Molecular formula: C3H10OS2
Method: DFT, ωB97M-V/def2-TZVPD

Properties
HOMO energy = -9.2 eV
E_LUMO = 0.0118 Ha

Structure (XYZ):
```
16
Properties=species:S:1:pos:R:3:lowdin_charge:R:1
C 0.016 -2.794 3.673 -0.074
C -0.577 -2.250 2.342 -0.325
O -1.522 -3.149 1.789 -0.074
H -0.603 -2.487 4.517 0.068
H 0.989 -2.328 3.724 0.059
H 0.086 -3.877 3.625 0.071
H -1.117 -1.302 2.443 0.101
H 0.273 -1.862 1.764 0.103
H -1.380 -3.425 0.891 0.072
C -0.874 0.527 -1.662 -0.498
S -0.197 2.151 -1.130 0.360
S 1.734 1.856 -1.953 0.299
H -1.395 0.710 -2.614 0.025
H -0.100 -0.215 -1.822 0.007
H -1.646 0.273 -0.927 0.022
H 1.619 2.460 -3.133 -0.216
```

---

Energies relative to the most stable structure, in eV: model i 0.000; model ii 0.600.

---

Model i:
Molecular formula: C8H14BrN2
Method: DFT, ωB97M-V/def2-TZVPD

Properties
HOMO energy = -13.4 eV
E_LUMO = -0.1186 Ha
Total charge = +1

Structure (XYZ):
```
25
Properties=species:S:1:pos:R:3:lowdin_charge:R:1
C 0.221 2.193 -0.797 0.033
C 1.039 1.095 -0.083 -0.237
C 2.256 1.295 0.421 -0.013
N 2.663 0.115 1.061 0.071
C 1.611 -0.783 0.953 -0.597
Br 1.823 -2.492 1.759 0.885
N 0.655 -0.204 0.141 0.046
C -0.803 -0.691 -0.147 -0.421
C -1.684 0.107 0.964 0.014
C -0.942 -2.188 0.050 -0.091
C -1.045 -0.352 -1.654 -0.022
H -0.457 2.559 -0.062 0.079
H 0.802 3.042 -1.054 0.088
H -0.166 1.747 -1.655 0.038
H 2.805 2.222 0.561 0.147
H 3.433 0.044 1.806 0.204
H -1.434 1.170 1.212 0.082
H -2.735 0.205 0.564 0.108
H -1.698 -0.520 1.862 0.079
H -0.249 -2.755 -0.653 0.126
H -0.900 -2.417 1.113 0.050
H -1.871 -2.526 -0.265 0.068
H -0.129 -0.294 -2.179 0.078
H -1.676 -1.158 -2.164 0.127
H -1.519 0.587 -1.753 0.056
```

---

Model ii:
Molecular formula: C8H14BrN2
Method: DFT, ωB97M-V/def2-TZVPD

Properties
HOMO energy (alpha / beta) = -13.4 / -13.4 eV
E_LUMO (alpha / beta) = -0.1700 / -0.1700 Ha
Total charge = +1

Structure (XYZ):
```
25
Properties=species:S:1:pos:R:3:lowdin_charge:R:1
C -0.525 1.380 -1.098 -0.007
C -0.550 0.224 -0.054 -0.519
C -0.771 0.849 1.405 -0.041
C -1.627 -0.817 -0.195 -0.029
C 0.805 -0.317 0.266 -0.110
N 0.970 -1.558 0.619 0.134
C 2.152 -2.222 0.259 -0.059
N 2.733 -1.884 -0.846 0.104
C 2.502 -0.747 -1.474 -0.263
C 2.766 0.494 -0.956 -0.507
Br 3.950 0.778 0.539 0.803
H -1.513 1.615 -1.309 0.061
H -0.006 1.068 -2.009 0.080
H -0.083 2.369 -0.652 0.137
H -1.599 1.592 1.417 0.102
H -0.838 0.110 2.300 0.130
H 0.146 1.537 1.670 0.117
H -2.627 -0.406 0.066 0.124
H -1.513 -1.504 0.604 0.066
H -1.602 -1.267 -1.144 0.085
H 1.451 0.439 0.735 0.061
H 0.306 -2.243 0.679 0.125
H 2.571 -3.016 0.798 0.135
H 2.164 -0.645 -2.587 0.181
H 2.489 1.397 -1.546 0.091
```

---

Energies relative to the most stable structure, in eV: model i 0.000; model ii 3.056.

---

Model i:
Molecular formula: C21H24N2O4
Method: DFT, ωB97M-V/def2-TZVPD

Properties
HOMO energy = -8.6 eV
E_LUMO = 0.0190 Ha

Structure (XYZ):
```
51
Properties=species:S:1:pos:R:3:lowdin_charge:R:1
C 0.254 4.953 6.127 -0.081
C 0.937 5.697 4.977 -0.143
C 1.801 4.732 4.199 -0.482
O 2.980 4.579 4.356 0.129
O 1.036 4.038 3.336 0.073
C 1.535 3.040 2.513 -0.210
C 2.812 3.047 1.970 0.016
C 3.191 2.019 1.126 0.002
C 2.302 1.004 0.793 -0.167
C 2.763 -0.124 -0.071 -0.423
O 3.829 -0.674 0.110 0.097
N 1.901 -0.563 -1.035 0.156
C 0.768 0.041 -1.556 -0.184
C 0.657 1.429 -1.649 -0.011
C -0.466 2.011 -2.199 -0.064
C -1.493 1.222 -2.693 -0.083
C -1.388 -0.154 -2.626 -0.037
C -0.276 -0.763 -2.050 -0.068
C -0.156 -2.249 -2.004 -0.422
O 0.915 -2.827 -2.124 0.060
N -1.313 -2.909 -1.792 0.076
C -1.396 -4.350 -1.781 -0.162
C -2.070 -4.916 -3.039 -0.418
C -1.957 -6.438 -3.032 -0.079
C -3.534 -4.489 -3.121 -0.077
C 1.026 1.002 1.353 -0.023
C 0.646 2.013 2.209 0.017
H -0.354 5.642 6.707 0.073
H 0.999 4.509 6.783 0.082
H -0.385 4.164 5.740 0.076
H 1.575 6.488 5.371 0.120
H 0.186 6.123 4.312 0.118
H 3.506 3.834 2.213 0.115
H 4.186 2.000 0.709 0.126
H 2.092 -1.491 -1.419 0.136
H 1.472 2.048 -1.308 0.119
H -0.530 3.087 -2.266 0.108
H -2.362 1.677 -3.143 0.102
H -2.169 -0.763 -3.057 0.108
H -2.167 -2.389 -1.680 0.127
H -0.368 -4.717 -1.719 0.123
H -1.945 -4.671 -0.889 0.132
H -1.536 -4.525 -3.912 0.140
H -2.411 -6.856 -3.928 0.077
H -2.467 -6.852 -2.164 0.081
H -0.915 -6.745 -2.999 0.078
H -3.628 -3.409 -3.204 0.062
H -4.076 -4.819 -2.236 0.082
H -4.006 -4.933 -3.994 0.078
H 0.338 0.201 1.130 0.125
H -0.337 2.025 2.653 0.121
```

---

Model ii:
Molecular formula: C21H24N2O4
Method: DFT, ωB97M-V/def2-TZVPD

Properties
HOMO energy = -8.2 eV
E_LUMO = 0.0189 Ha

Structure (XYZ):
```
51
Properties=species:S:1:pos:R:3:lowdin_charge:R:1
C -1.336 3.754 -3.179 -0.072
O -0.928 4.093 -1.872 -0.066
C -0.174 3.251 -1.117 -0.196
C 0.100 3.731 0.162 0.006
C 0.837 3.005 1.074 -0.042
C 1.348 1.767 0.718 -0.212
C 2.155 0.960 1.716 -0.240
C 3.652 1.325 1.660 -0.114
C 4.241 0.281 0.717 -0.150
C 3.460 -0.971 1.096 -0.134
N 2.141 -0.467 1.440 -0.018
C 1.046 -1.244 1.215 -0.506
O 1.148 -2.387 0.811 0.063
N -0.157 -0.629 1.504 0.157
C -1.431 -1.070 1.152 -0.209
C -2.463 -0.130 1.136 -0.017
C -3.748 -0.513 0.801 -0.071
C -4.018 -1.828 0.474 -0.025
C -2.996 -2.777 0.486 -0.150
C -3.343 -4.177 0.123 -0.403
C -2.246 -5.205 0.228 -0.013
O -4.461 -4.475 -0.240 0.081
C -1.703 -2.395 0.832 0.042
C 1.102 1.287 -0.562 0.037
C 0.337 1.989 -1.482 -0.171
O 0.054 1.500 -2.730 -0.108
C 0.431 0.180 -3.041 -0.066
H -1.967 2.864 -3.187 0.096
H -1.914 4.612 -3.523 0.094
H -0.483 3.600 -3.842 0.095
H -0.303 4.697 0.421 0.122
H 1.014 3.403 2.063 0.117
H 1.764 1.157 2.725 0.152
H 3.799 2.345 1.311 0.119
H 4.095 1.224 2.651 0.117
H 5.314 0.156 0.847 0.112
H 4.042 0.557 -0.319 0.110
H 3.375 -1.706 0.293 0.121
H 3.905 -1.465 1.968 0.129
H -0.117 0.348 1.755 0.118
H -2.248 0.901 1.382 0.112
H -4.540 0.222 0.792 0.105
H -5.014 -2.144 0.205 0.114
H -2.639 -6.180 -0.048 0.083
H -1.865 -5.242 1.246 0.091
H -1.424 -4.945 -0.435 0.089
H -0.891 -3.100 0.845 0.094
H 1.502 0.325 -0.837 0.112
H 0.015 -0.013 -4.029 0.098
H 0.015 -0.539 -2.327 0.099
H 1.519 0.068 -3.084 0.098
```

---

Energies relative to the most stable structure, in eV: model i 0.000; model ii 1.434.